This record from OMol25 describes a 7-piece molecular cluster, C82H48O18 overall. The level of theory is wB97M-V/def2-TZVPD.

## Properties
Calculated total energy ... -122665.660 eV
Relative energy (zero: lowest compared OMol25 entry of this formula, charge and spin) ... 27.0 kcal/mol
Kohn-Sham gap ... 7.375 eV

The geometry in ORCA input format:
```
! wB97M-V def2-TZVPD RIJCOSX def2/J DEFGRID3
* xyz 0 1
O -1.55691 7.94255 -5.91539
C -1.03469 7.50678 -4.89982
C -1.34037 6.13181 -4.33218
C -2.15317 5.31182 -5.08966
C -2.65611 4.17528 -4.51186
C -2.50495 3.89007 -3.19466
C -1.70436 4.76473 -2.42874
C -1.07336 5.79943 -3.00176
C -0.16165 6.73355 -2.24887
O 0.19219 6.50402 -1.07458
C 0.32966 7.96359 -2.89729
C 1.21926 8.80163 -2.15351
C 1.71663 9.93665 -2.74936
C 1.29748 10.28926 -4.04312
C 0.40954 9.50292 -4.77973
C -0.09308 8.32301 -4.18598
H -2.41725 5.54330 -6.08186
H -2.97439 3.43109 -5.19475
H -3.10179 3.07192 -2.79482
H -1.60389 4.57173 -1.40140
H 1.47739 8.47130 -1.20045
H 2.39310 10.48737 -2.12377
H 1.67511 11.15748 -4.51490
H 0.03741 9.86282 -5.72031
O -4.19893 -11.14016 -1.23153
C -4.08162 -9.94717 -1.06599
C -2.83683 -9.16105 -1.52199
C -1.81619 -9.86751 -2.17958
C -0.73877 -9.15185 -2.58830
C -0.64442 -7.78466 -2.37585
C -1.68088 -7.06655 -1.80523
C -2.74246 -7.78266 -1.31613
C -3.81458 -7.04544 -0.60533
O -3.73066 -5.83300 -0.42370
C -4.99600 -7.81570 -0.07566
C -5.83389 -7.16167 0.77679
C -6.76433 -7.87031 1.43777
C -6.95008 -9.22908 1.18685
C -6.15222 -9.88727 0.29371
C -5.08640 -9.19933 -0.25963
H -1.83223 -10.89445 -2.45184
H 0.08326 -9.68745 -3.02307
H 0.27994 -7.33951 -2.69799
H -1.62571 -5.96991 -1.77836
H -5.72789 -6.11042 0.83229
H -7.49265 -7.41765 2.04451
H -7.77543 -9.63557 1.64809
H -6.33246 -10.93915 0.00510
O -0.85332 0.91695 -4.28079
C 0.00044 1.74358 -4.26561
C 0.76900 2.02903 -3.04701
C 0.74921 1.02555 -2.07292
C 1.12486 1.36811 -0.74493
C 1.62123 2.62048 -0.40345
C 1.80218 3.55260 -1.37297
C 1.38173 3.24797 -2.75770
C 1.45070 4.21778 -3.87901
O 1.93896 5.33580 -3.71963
C 0.95738 3.84768 -5.25965
C 0.96530 4.79225 -6.23052
C 0.33394 4.56599 -7.41984
C -0.26904 3.32730 -7.69377
C -0.22747 2.34413 -6.70377
C 0.37386 2.62578 -5.48633
H 0.21666 0.10544 -2.19896
H 1.00891 0.64007 0.04658
H 1.91949 2.76534 0.60634
H 2.13286 4.57094 -1.04843
H 1.41958 5.75461 -6.03482
H 0.39093 5.41520 -8.07961
H -0.85714 3.28241 -8.66331
H -0.72420 1.39527 -6.84418
O 0.57465 -2.59568 -3.21685
C 1.44298 -2.98557 -2.48378
C 2.85617 -3.05890 -3.04905
C 3.04463 -2.84700 -4.42226
C 4.32738 -2.79561 -4.88312
C 5.43162 -3.03392 -4.08670
C 5.25429 -3.25059 -2.72995
C 3.96732 -3.21014 -2.20181
C 3.73193 -3.34560 -0.69143
O 4.73070 -3.38873 0.02104
C 2.35223 -3.43987 -0.17411
C 2.11902 -3.89327 1.11701
C 0.79723 -3.93628 1.59459
C -0.25016 -3.55118 0.74470
C -0.04130 -3.21440 -0.51501
C 1.25126 -3.22022 -0.98948
H 2.11516 -2.72133 -4.94199
H 4.54097 -2.59053 -5.93401
H 6.43691 -2.93125 -4.50564
H 6.03617 -3.59425 -2.06900
H 2.94606 -4.17298 1.72419
H 0.62566 -4.16206 2.64410
H -1.28053 -3.64504 1.09504
H -0.88387 -2.97363 -1.12954
O -3.22213 -2.59492 2.02107
C -2.71151 -1.63418 1.42627
C -2.85999 -1.46255 -0.08163
C -3.35688 -2.58368 -0.78454
C -3.71493 -2.38704 -2.09686
C -3.46696 -1.16170 -2.77134
C -2.87125 -0.12715 -2.07913
C -2.56127 -0.26003 -0.70001
C -2.19637 0.96244 0.08080
O -2.37242 2.05443 -0.37112
C -1.56566 0.65198 1.42518
C -0.70220 1.52528 2.05691
C -0.12592 1.28112 3.29649
C -0.44135 0.07414 3.94867
C -1.18645 -0.85895 3.28134
C -1.81433 -0.60842 2.03186
H -3.60990 -3.55973 -0.32960
H -4.13551 -3.25582 -2.67697
H -3.79671 -1.02071 -3.83111
H -2.61300 0.77584 -2.66232
H -0.47577 2.42353 1.47702
H 0.49174 2.04321 3.61293
H -0.05660 -0.05342 4.99190
H -1.54455 -1.74513 3.82137
O 1.82080 1.78657 5.77736
C 3.04097 1.76403 6.04457
C 3.98458 0.82924 5.44047
C 5.29830 0.90031 5.69690
O 6.25244 0.17132 5.03342
C 5.83763 1.70879 6.86036
O 7.01543 1.63167 7.15111
C 4.88222 2.64872 7.49031
C 3.57635 2.77024 7.06161
O 2.64246 3.52068 7.56722
H 3.56386 0.40702 4.55284
H 7.16164 0.49162 5.34351
H 5.33967 3.39563 8.16176
H 1.77574 3.16319 7.13397
O 0.72578 -0.23722 8.08987
C 0.76319 0.69725 8.85851
C -0.25182 1.69235 8.88303
C -0.08944 2.79427 9.62867
O -0.95885 3.77809 9.73745
C 1.25428 3.05591 10.39166
O 1.42331 4.14166 10.88221
C 2.23511 2.04211 10.47946
C 1.95280 0.87003 9.82162
O 2.85855 -0.08648 9.74710
H -1.14628 1.50925 8.32262
H -0.40828 4.60314 9.89169
H 3.28641 2.17799 10.76628
H 3.44006 0.12525 10.44846
*
```

=====

This record from OMol25 describes C30H29CoN3O7S3 as an isolated structure. The level of theory is wB97M-V/def2-TZVPD.

## Properties
Calculated total energy ... -120512.337 eV
Relative energy (zero: lowest compared OMol25 entry of this formula, charge and spin) ... 0.4 kcal/mol
Kohn-Sham gap (spin up / spin down) ... 8.671 / 6.832 eV

The geometry in ORCA input format:
```
! wB97M-V def2-TZVPD RIJCOSX def2/J DEFGRID3
* xyz 1 5
Co 0.30687 -0.51396 -0.46806
O -4.01034 -3.71538 2.32318
C -3.07107 -2.93565 1.76975
C -1.91711 -2.54261 2.45861
C -1.01679 -1.75313 1.78259
N -1.24324 -1.36845 0.53979
C -2.30352 -1.76447 -0.14592
C -3.26931 -2.55037 0.43812
C -2.23022 -1.29639 -1.58717
O -3.15226 -1.41377 -2.35128
O -1.06325 -0.75098 -1.86378
C 0.35947 -1.32379 2.24227
O 0.81129 -1.62412 3.31630
O 0.99881 -0.65499 1.30072
H -3.77957 -3.94712 3.23110
H -1.70646 -2.86689 3.46991
H -4.13838 -2.87668 -0.11567
O 2.12605 0.15039 -1.20202
S 2.96184 1.30532 -1.72837
C 2.22087 1.83489 -3.30703
C 0.71939 1.63186 -3.42480
C -0.13341 2.78457 -2.89262
C -1.55361 2.31491 -2.57912
S -1.71022 1.83663 -0.82977
O -0.28884 1.43005 -0.41749
C -1.91231 3.44878 -0.11404
C -0.81658 4.18188 0.31137
C -1.02674 5.44920 0.83373
C -2.31296 5.96449 0.92237
C -3.40208 5.21297 0.50028
C -3.20695 3.94114 -0.01534
C 2.68242 2.67115 -0.60571
C 2.93177 3.98281 -0.99513
C 2.87879 4.99110 -0.04516
C 2.61218 4.68401 1.28332
C 2.38886 3.36881 1.66273
C 2.42253 2.35096 0.71920
H 2.75627 1.22552 -4.03519
H 2.53048 2.87039 -3.45259
H 0.44608 0.69841 -2.93478
H 0.48950 1.47092 -4.48044
H -0.17468 3.59027 -3.62723
H 0.32251 3.20788 -1.99647
H -1.82772 1.42366 -3.14478
H -2.31398 3.07943 -2.73589
H 0.17520 3.75543 0.25581
H -0.18186 6.03326 1.17444
H -2.47010 6.95325 1.33217
H -4.40385 5.61152 0.58375
H -4.05127 3.33922 -0.33112
H 3.18418 4.23007 -2.01788
H 3.06449 6.01484 -0.34088
H 2.59035 5.47235 2.02436
H 2.18439 3.12611 2.69700
H 2.24291 1.32583 1.01476
N 3.15003 -2.40458 0.23181
C 2.09980 -3.21184 0.02588
S 0.96990 -2.82203 -1.19192
N 2.05769 -4.31929 0.77316
C 1.06650 -5.33071 0.94088
C -0.27295 -5.18514 0.60524
C -1.15391 -6.22726 0.86095
C -0.71959 -7.40322 1.45125
C 0.61903 -7.53882 1.79058
C 1.50728 -6.50942 1.53494
H 3.14692 -1.53216 -0.27893
H 3.63433 -2.41526 1.11656
H 2.88360 -4.48847 1.33105
H -0.62870 -4.28407 0.13322
H -2.19470 -6.11117 0.58558
H -1.41498 -8.20949 1.64037
H 0.97754 -8.44961 2.25049
H 2.55342 -6.62304 1.79699
*
```